{
  "formula": "C33H56NO14",
  "method": "the ωB97M-V functional and the def2-TZVPD basis",
  "species": ["C", "O", "C", "C", "C", "C", "C", "N", "C", "C", "C", "O", "H", "H", "H", "H", "H", "H", "H", "H", "H", "H", "H", "H", "H", "H", "H", "H", "H", "H", "H", "H", "O", "C", "O", "C", "C", "C", "H", "H", "H", "H", "H", "H", "O", "C", "O", "C", "C", "C", "H", "H", "H", "H", "H", "H", "O", "C", "O", "C", "C", "C", "H", "H", "H", "H", "H", "H", "O", "C", "O", "C", "C", "C", "H", "H", "H", "H", "H", "H", "O", "C", "O", "C", "C", "C", "H", "H", "H", "H", "H", "H", "O", "C", "O", "C", "C", "C", "H", "H", "H", "H", "H", "H"],
  "xyz": [[3.50390, 1.99382, 1.40946], [3.09618, 1.26355, 0.27165], [4.22039, 0.56994, -0.26170], [3.82254, -0.71192, -1.02366], [3.48301, -1.96759, -0.14621], [3.07330, -1.68372, 1.31907], [1.60893, -1.15346, 1.47444], [0.74049, -1.52336, 0.35482], [-0.63303, -1.32672, 0.82044], [-1.46514, -0.45186, -0.20635], [-1.57999, 1.00378, 0.31741], [-0.90018, -0.51365, -1.51098], [4.06596, 1.37092, 2.14543], [2.63776, 2.39561, 1.97355], [4.13477, 2.84985, 1.09316], [5.01609, 0.40085, 0.49603], [4.68550, 1.25958, -1.01220], [4.71414, -0.98471, -1.63710], [3.02342, -0.51218, -1.76353], [4.37119, -2.64080, -0.14374], [2.69753, -2.52546, -0.69027], [3.76236, -1.02336, 1.88107], [3.10519, -2.66559, 1.84523], [1.54030, -0.05056, 1.64982], [1.19027, -1.65642, 2.40051], [-0.66005, -0.76539, 1.78678], [-1.09032, -2.34938, 0.91842], [-2.49174, -0.87405, -0.23164], [-1.89794, 1.65837, -0.52813], [-2.35152, 1.09548, 1.10361], [-0.59959, 1.35928, 0.68739], [-0.95609, -1.43027, -1.77202], [-4.27860, -1.48619, -1.29525], [-4.67369, -0.61777, -2.01705], [-5.73657, 0.16898, -1.72610], [-6.01810, 1.03045, -2.83964], [-4.72113, 1.11087, -3.62112], [-4.11570, -0.26226, -3.37146], [-6.82541, 0.58820, -3.42057], [-6.33974, 2.00514, -2.47243], [-4.86625, 1.34472, -4.67593], [-4.07568, 1.88169, -3.19172], [-4.46268, -0.99922, -4.09860], [-3.02744, -0.23230, -3.34680], [-7.81296, -1.37657, -3.37535], [-8.12869, -2.38823, -2.82003], [-8.84638, -3.37483, -3.41214], [-9.14736, -4.39559, -2.44696], [-8.10121, -4.23795, -1.36050], [-7.83857, -2.74044, -1.38301], [-10.16246, -4.23251, -2.07420], [-9.10181, -5.37241, -2.92650], [-8.42647, -4.61522, -0.39162], [-7.19172, -4.77366, -1.64123], [-8.53008, -2.19320, -0.73944], [-6.80849, -2.50152, -1.12361], [5.67737, 4.24505, 0.66035], [5.07321, 4.95875, -0.08754], [3.92916, 5.59737, 0.25363], [3.39140, 6.27443, -0.89532], [4.56916, 6.46613, -1.83050], [5.41790, 5.24138, -1.52880], [2.61018, 5.64865, -1.33410], [2.95173, 7.22173, -0.58524], [4.27700, 6.55547, -2.87622], [5.11881, 7.37071, -1.55611], [5.12408, 4.38288, -2.13594], [6.48078, 5.44165, -1.64159], [1.57637, -6.90761, 4.21208], [1.03346, -6.09333, 3.51412], [1.37147, -5.87378, 2.22635], [0.60837, -4.76029, 1.70347], [-0.61286, -4.67119, 2.59450], [-0.06877, -5.15010, 3.93142], [1.22280, -3.85926, 1.75038], [0.34887, -4.95136, 0.66428], [-1.04753, -3.67486, 2.62479], [-1.38324, -5.36460, 2.24244], [0.36606, -4.33265, 4.51070], [-0.82390, -5.67192, 4.51574], [2.16618, 4.83802, -3.04292], [1.44281, 3.91774, -3.31541], [1.69888, 2.64071, -2.96911], [0.70069, 1.76930, -3.53707], [-0.49531, 2.65982, -3.79991], [0.16300, 3.99478, -4.11464], [1.10501, 1.33120, -4.45495], [0.46978, 0.96724, -2.83447], [-1.14347, 2.28747, -4.59349], [-1.09485, 2.75030, -2.89085], [0.41362, 4.08768, -5.17360], [-0.44576, 4.83687, -3.79273], [1.18547, -0.18606, 5.06851], [2.32510, -0.09428, 5.41222], [3.25941, -1.05813, 5.21279], [4.48916, -0.67474, 5.84109], [4.41739, 0.83506, 5.97232], [2.92650, 1.07041, 6.16059], [4.55424, -1.17422, 6.81250], [5.32673, -0.99644, 5.22353], [5.03323, 1.22722, 6.78212], [4.74769, 1.30298, 5.04200], [2.63070, 1.00715, 7.20974], [2.60707, 2.01659, 5.73059]],
  "forces_ev_per_angstrom": [[-0.0324, 0.7243, 0.3870], [0.5608, -0.5546, 0.8028], [0.0779, 0.4039, -1.4661], [0.5208, -0.3835, 0.1871], [0.5088, 0.3593, -0.3234], [-0.9687, -0.4469, -0.1223], [-0.8914, -0.8191, -0.4141], [-0.0071, 0.1996, 1.0959], [1.1956, 0.1504, -1.2630], [-0.5154, -0.5736, 1.7671], [0.3042, -0.0613, -1.1397], [-0.7558, 1.0519, -0.3232], [-0.1752, 0.1603, -0.5097], [0.1489, -0.3084, -0.6270], [-0.2580, -0.5659, 0.4696], [-0.6142, -0.1891, -0.1563], [-0.0617, -0.3210, 0.3551], [-0.4003, 0.2665, 0.2654], [0.1622, 0.1473, 0.6771], [-0.2931, 0.4505, 0.1074], [0.0934, 0.3292, 0.7228], [-0.0252, -0.2396, -0.4679], [0.1049, 0.5019, -0.2567], [0.4787, -0.3769, 0.2595], [0.5205, 0.5349, -0.0118], [-0.3402, -0.5481, -0.2039], [-0.4959, 0.6466, 0.2095], [0.5407, 0.3364, -0.1073], [0.1606, -0.1796, 0.4531], [0.4703, -0.2334, -0.2604], [-0.4370, -0.1349, -0.1387], [0.3745, -0.4204, 0.0476], [-0.5632, -0.1146, 0.1404], [0.2207, -0.4409, -0.1750], [0.0932, 0.0402, 0.1124], [-0.2564, 0.3836, -0.2101], [0.2015, 0.1422, -0.2121], [0.1490, 0.5640, -0.1595], [0.0525, -0.0229, 0.0498], [0.0042, -0.1260, 0.2176], [-0.0964, -0.0152, 0.0454], [-0.0055, -0.0447, -0.0141], [0.0360, -0.0564, 0.0611], [-0.0212, -0.2990, 0.1138], [-0.2019, -0.2550, -0.5131], [0.0674, 0.4339, 0.3518], [0.0748, 0.0728, -0.0767], [-0.1125, -0.2980, 0.1010], [0.1069, -0.1216, 0.2843], [0.2297, -0.5336, 0.0578], [0.0271, 0.0331, -0.0240], [-0.0523, 0.1403, -0.1807], [-0.0494, -0.0080, -0.0644], [-0.0473, 0.0090, 0.0167], [0.0854, 0.1026, -0.0275], [-0.1118, 0.3173, 0.0211], [0.1192, 0.3025, 0.2620], [0.0323, -0.3270, -0.1045], [0.3822, -0.0654, 0.1781], [-0.5405, 0.1733, -0.1373], [0.0686, 0.1306, -0.3242], [-0.0775, 0.4942, -0.1859], [0.3708, 0.2303, 0.2487], [0.0637, -0.0455, 0.2514], [-0.1193, -0.0736, 0.0847], [-0.0176, -0.0087, 0.0120], [0.0433, -0.0344, 0.0726], [0.0407, -0.2953, 0.0494], [0.0951, -0.1785, -0.2119], [0.2497, 0.0863, 0.2323], [-0.0926, -0.2938, 0.3051], [-0.0474, 0.4703, -0.2474], [-0.3002, 0.0928, 0.1319], [-0.3848, 0.0244, -0.3578], [-0.0856, -0.0046, -0.1087], [0.2362, -0.0758, 0.0235], [0.1217, 0.0194, -0.0810], [0.0289, 0.0206, -0.0008], [0.0068, -0.0581, 0.0424], [0.2188, 0.0105, 0.2399], [0.1154, -0.2202, -0.2232], [0.0518, -0.3488, -0.2192], [0.0088, 0.6311, -0.1413], [-0.2038, -0.6594, 0.1484], [-0.2961, 0.0881, -0.0860], [-0.4486, -0.2444, 0.2168], [0.0479, 0.1116, 0.0151], [0.2112, 0.0818, 0.1263], [0.0764, -0.0474, 0.0147], [0.0484, -0.0828, -0.0131], [0.0421, 0.1235, 0.0357], [0.2106, 0.1798, -0.1638], [0.1435, -0.3196, -0.0338], [-0.7133, 0.1505, 0.0331], [-0.0219, 0.0441, 0.0059], [0.2321, -0.0878, -0.0010], [0.1907, 0.3379, 0.1264], [0.6480, 0.1647, -0.1682], [-0.0195, 0.0139, -0.0137], [-0.1611, -0.1411, -0.0595], [0.0145, -0.0885, -0.0139], [-0.0047, -0.0449, 0.0327], [-0.0977, 0.0376, -0.0459], [-0.2690, -0.0845, 0.1220]],
  "charge": -1,
  "orbital_gap_ev": 3.5
}